{
  "formula": "C5H14N4O7Zn",
  "method": "wB97M-V/def2-TZVPD",
  "species": ["Zn", "C", "O", "O", "O", "C", "O", "N", "N", "H", "H", "H", "H", "C", "O", "N", "N", "H", "H", "H", "H", "C", "C", "O", "O", "H", "H", "H", "H", "H", "H"],
  "xyz": [[-10.19901, 13.41059, 18.48935], [-9.94601, 11.15016, 17.53549], [-9.30502, 10.11124, 17.20690], [-10.38175, 12.18701, 16.89261], [-9.91034, 11.35439, 18.81927], [-13.46724, 13.24406, 18.44832], [-12.27977, 13.28331, 18.77861], [-13.79667, 12.65500, 17.29847], [-14.44461, 13.65094, 19.31221], [-14.75393, 12.60456, 17.00522], [-12.96638, 12.26720, 16.85529], [-15.41322, 13.46109, 19.12918], [-14.18745, 14.09429, 20.17226], [-10.97509, 16.39803, 18.18209], [-10.44178, 15.33780, 17.86301], [-11.92418, 17.00216, 17.44841], [-10.72931, 17.09311, 19.33308], [-12.29766, 17.87348, 17.76913], [-12.28215, 16.60439, 16.59761], [-10.06309, 16.74150, 19.99864], [-11.27690, 17.87453, 19.63493], [-8.64541, 13.73542, 20.72204], [-7.77636, 14.32854, 19.60090], [-8.12298, 13.74026, 18.32024], [-10.06793, 13.78378, 20.41665], [-8.36599, 14.20731, 21.66644], [-8.40348, 12.67725, 20.84371], [-6.74859, 14.02248, 19.79582], [-7.95277, 15.40749, 19.58919], [-7.37423, 14.09312, 17.82613], [-10.49629, 13.28043, 21.11715]],
  "e_above_lowest_ev": 0.638,
  "homo_ev": -5.44,
  "fmax_ha_per_bohr": 0.0903,
  "lumo_ev": -0.32
}